[1]
Below is C26H7CrF4N6O5S2 as an isolated structure at a distorted geometry, with properties calculated with wB97M-V/def2-TZVPD.

Largest force on an atom   1.6 eV/A
LUMO level (alpha / beta)   -12.72 / -12.72 eV
Total charge   +3
Gap between HOMO and LUMO (alpha / beta)   3.775 / 3.775 eV
HOMO level (alpha / beta)   -16.499 / -16.499 eV

Last column: natural (NBO) charge in e.
Element x y z (Å)
Cr  -0.47815  0.27640  0.04374  1.0292
S  -2.83843  1.33945  2.03826  0.7722
S  -4.05842  2.87906  -0.21990  0.6091
F  7.74294  0.82232  -2.52042  -0.2086
F  5.44304  -0.34379  1.44198  -0.2328
F  3.19444  0.31562  0.32341  -0.2928
F  5.47101  1.41282  -3.65979  -0.2367
O  0.17184  -0.93382  -1.65901  -0.3621
O  1.78133  -4.55236  2.84368  -0.5777
O  1.85241  -2.46810  -1.94235  -0.3824
O  -1.64680  -0.56791  3.83128  -0.4034
O  -1.42722  0.37642  1.77838  -0.6823
N  -2.10546  1.22371  -0.56060  -0.5840
N  10.25005  0.43862  -0.89917  0.0488
N  0.04740  -1.42387  0.87489  -0.4838
N  2.85049  2.73554  -4.45140  -0.0844
N  8.10946  -1.21432  2.43728  0.0124
N  0.73214  0.35977  -1.43101  -0.1885
C  1.16554  -3.55748  2.25734  0.4181
C  -2.90632  1.76569  0.35084  -0.1678
C  9.20858  0.15527  -0.48677  0.1528
C  -1.94098  1.24259  -3.06694  -0.2567
C  4.23816  0.85569  -1.73118  -0.0261
C  0.31383  -2.64555  2.90781  -0.2261
C  6.65892  0.68404  -1.82211  0.4777
C  0.81653  -2.32105  0.23659  0.0851
C  -3.37918  2.83048  -4.19952  -0.1641
C  7.95917  -0.12429  0.11215  0.1497
C  4.30684  0.40757  -0.40125  0.3542
C  5.45302  0.99868  -2.41710  0.3877
C  1.06415  -2.02105  -1.20567  0.7590
C  8.04458  -0.72291  1.39569  0.1643
C  1.78915  0.75116  -1.92517  0.5124
C  -3.95736  3.21381  -3.00891  -0.1688
C  -2.39110  1.84161  -4.22669  -0.1590
C  5.48571  0.07537  0.20550  0.4429
C  6.73288  0.19601  -0.48457  -0.1943
C  -1.14753  -0.59940  2.77092  0.7767
C  1.38798  -3.38963  0.87554  -0.2014
C  -0.20850  -1.60942  2.17592  0.1178
C  2.92008  2.01561  -3.55809  0.1827
C  -2.48188  1.65360  -1.85015  0.1830
C  -3.50391  2.60304  -1.84582  -0.2444
C  2.95048  1.16920  -2.39822  -0.1798
H  -3.70644  3.28556  -5.12373  0.2566
H  -1.97936  1.52906  -5.17677  0.2462
H  -1.22909  0.43279  -3.12286  0.2138
H  1.62013  -4.64818  3.79403  0.5283
H  1.99578  -4.10698  0.33729  0.2870
H  -4.73905  3.96148  -2.98473  0.2572
H  0.06695  -2.73997  3.95938  0.2830

=====

[2]
Below is a 14-piece molecular cluster, C26H80O14 overall at a distorted geometry, with properties calculated with wB97M-V/def2-TZVPD.

Largest force on an atom   2.1 eV/A
Energy relative to the best compared isomer or geometry (same formula, charge and spin)   30.9 kcal/mol
LUMO level   0.21 eV
Total charge   0
Gap between HOMO and LUMO   9.278 eV
HOMO level   -9.065 eV

Last column: Mulliken charge in e.
Element x y z (Å)
O  17.17597  -24.19898  0.82844  -0.6408
O  18.29690  -22.06026  -4.08417  -0.3516
O  11.38165  -22.93254  -2.49238  0.8296
O  14.48094  -28.77455  -0.69455  -0.5381
O  11.85411  -20.45497  -6.96111  -0.5028
O  16.90285  -21.78403  -7.95883  -0.5360
O  13.38734  -24.57149  -3.00555  1.2258
O  11.88111  -28.91426  -1.94442  -0.6040
O  14.98016  -24.84910  2.21506  -0.5067
O  14.97629  -19.70933  -1.55432  -0.3422
O  17.31231  -19.55164  -3.29388  -0.2582
O  12.65861  -26.94673  -4.03026  -0.2953
O  11.03109  -22.39344  -5.20377  -0.6459
O  12.21156  -20.39286  -1.68639  -0.4548
C  14.95723  -19.42008  -0.16907  0.1323
C  14.60297  -22.50983  -3.21137  -0.1736
C  19.13302  -18.09876  -4.01452  -1.4434
C  13.61841  -24.95722  1.84353  -0.6394
C  13.06627  -27.80848  -5.09250  -0.1762
C  15.81948  -22.59899  -7.50987  0.1620
C  10.98824  -28.43110  -0.98231  -0.6424
C  18.03546  -18.35676  -3.01054  -0.1228
C  16.02363  -18.32747  0.13358  -1.1175
C  11.17579  -19.61118  -2.20371  -0.7741
C  14.55593  -22.11446  -8.18944  -0.6637
C  17.82248  -21.94124  0.67703  -1.1496
C  10.83349  -23.68594  -7.22853  -1.4762
C  10.30294  -23.69589  -1.99957  -0.0728
C  12.52880  -19.46808  -6.30657  0.4105
C  14.61641  -24.04960  -3.40441  -0.2348
C  15.48712  -28.57468  -1.61648  -0.5410
C  13.74469  -26.95819  -6.17771  -0.8213
C  13.38829  -24.14349  0.57032  -0.0953
C  12.81698  -18.34435  -7.28808  -1.5036
C  17.02058  -23.03313  0.03657  0.7995
C  15.77941  -27.08314  -1.72901  -0.4117
C  11.45179  -27.04075  -0.48572  0.0058
C  18.84685  -22.14287  -5.39470  -0.7066
C  9.03111  -22.96534  -2.46958  -1.3560
C  11.22128  -23.70862  -5.73497  1.0966
H  10.26031  -23.78080  -0.91372  0.2514
H  16.32539  -24.40545  1.22275  0.3785
H  13.83453  -27.51197  -7.11225  0.4773
H  10.99906  -29.18212  -0.19240  0.3774
H  9.98225  -28.45301  -1.40135  0.3461
H  18.89307  -22.11897  0.77879  0.3587
H  13.26031  -18.72690  -8.20744  0.3369
H  12.42597  -27.19505  -0.02176  -0.0852
H  14.84366  -26.63017  -2.05658  -0.0590
H  17.45206  -22.35166  -8.50452  0.3102
H  13.74691  -23.13228  0.76256  0.3920
H  11.08224  -24.60884  -7.75243  0.3539
H  15.71343  -22.46065  -6.43390  -0.2308
H  16.56063  -26.97316  -2.48115  0.3653
H  18.42482  -18.33411  -1.99271  0.3288
H  19.87238  -21.78013  -5.32534  0.3235
H  8.90988  -22.92811  -3.55218  0.3012
H  9.76957  -23.53147  -7.40833  0.4060
H  19.67690  -17.17241  -3.82967  0.4173
H  10.74789  -26.60880  0.22565  0.4709
H  15.80474  -17.41334  -0.41829  0.3278
H  13.24716  -25.41242  -3.44690  -0.4646
H  14.01411  -24.51403  -0.24156  -0.2423
H  11.90326  -17.92912  -7.71328  0.3658
H  10.88503  -22.54505  -4.26713  -0.1586
H  16.56257  -19.57928  -2.69494  0.1975
H  12.96552  -24.54683  2.61386  0.3985
H  15.99593  -22.68655  -0.09784  -0.3363
H  18.07230  -21.15158  -3.87097  0.3233
H  11.43005  -18.56743  -2.01923  0.3633
H  17.38310  -23.26391  -0.96513  0.1578
H  14.70443  -26.59088  -5.81428  0.2221
H  13.96978  -19.11277  0.17531  0.3437
H  14.15722  -20.20043  -1.65202  0.0880
H  8.17407  -23.45198  -2.00400  0.4277
H  13.35320  -17.50946  -6.83693  0.3474
H  14.56642  -22.22572  -9.27370  0.3788
H  15.61851  -22.17316  -3.41981  0.1380
H  11.50039  -21.02542  -6.27477  0.4245
H  19.91318  -18.85994  -4.02235  0.3183
H  13.09315  -26.10140  -6.34946  -0.0418
H  11.04060  -19.65035  -3.28458  0.1719
H  16.10311  -26.67420  -0.77189  0.2784
H  18.93061  -23.15976  -5.77814  0.2343
H  13.76692  -22.78162  -7.84236  0.0494
H  15.12633  -25.19360  3.09912  0.2388
H  10.40831  -24.62485  -2.55996  0.1758
H  14.24141  -21.08492  -8.01849  0.0607
H  12.32271  -23.99883  0.39227  0.1267
H  18.29351  -21.45936  -6.03869  0.2783
H  14.43186  -22.19455  -2.18210  -0.4071
H  18.69964  -17.96897  -5.00620  0.3067
H  11.35074  -22.91603  -7.80107  0.2922
H  12.19148  -28.26039  -5.56008  0.2741
H  16.04559  -18.14988  1.20879  0.4006
H  17.36117  -17.50096  -2.97826  0.3323
H  13.71883  -28.58122  -4.68612  0.2650
H  14.98514  -28.90623  0.11171  0.2944
H  15.48485  -24.57362  -3.00527  0.0211
H  16.32576  -29.19735  -1.30492  0.4231
H  13.91418  -22.02053  -3.90004  0.1331
H  12.17159  -23.47637  -2.44937  -0.4646
H  11.94399  -21.30370  -1.82916  0.1958
H  10.76732  -24.53953  -5.19494  0.3065
H  10.22815  -19.80099  -1.69966  0.3031
H  15.23404  -20.31501  0.38822  0.0571
H  12.28442  -23.94384  -5.68498  -0.6359
H  14.62636  -24.27196  -4.47144  0.1266
H  11.99370  -19.08843  -5.43614  0.1492
H  16.07023  -23.64854  -7.66371  0.4226
H  17.69178  -21.01823  0.11217  0.0962
H  16.97608  -18.77568  -0.14933  0.0600
H  17.43360  -21.70065  1.66647  0.3173
H  13.33193  -25.99584  1.67831  0.2907
H  13.47171  -19.85696  -5.92213  0.1087
H  12.67859  -29.10018  -1.44337  0.2889
H  8.99377  -21.96589  -2.03621  0.2364
H  11.58054  -26.33889  -1.30968  -0.2907
H  12.46612  -27.55209  -3.31048  0.0345
H  15.19380  -28.94240  -2.59976  0.1848